No. 1
The molecule C31H36N4O8. Source: OMol25; level of theory: the ωB97M-V functional and the def2-TZVPD basis.

Frontier orbital gap: 8.69 eV
HOMO level: -8.06 eV
SMILES: CCC1=C(OC(=O)N(CC)CC)N2C(=O)O/C(=N\CC(=O)OC)[C@]2(Cc2ccccc2)[C@H]2C1=CC[C@H]1C(=O)N(C)C(=O)[C@H]12
2S+1: 1
LUMO energy: 0.63 eV
Relative energy (zero: lowest compared OMol25 entry of this formula, charge and spin): 7.3 kJ/mol
Charge: 0

Atoms and positions in Å:
1 C 3.67110 0.15456 -3.08513
2 C 3.71414 -0.07469 -1.57394
3 C 2.34989 -0.43486 -1.05167
4 C 1.66053 0.44627 -0.30002
5 O 2.21938 1.60006 0.16904
6 C 1.53341 2.76599 -0.11219
7 O 0.75394 2.83224 -1.03447
8 N 1.89572 3.77228 0.68634
9 C 2.77868 3.57951 1.81831
10 C 4.24581 3.66456 1.40628
11 C 1.24076 5.05405 0.51003
12 C 0.02166 5.19197 1.41690
13 N 0.35771 0.18387 0.10436
14 C -0.30322 0.72424 1.16870
15 O 0.03009 1.63463 1.86750
16 O -1.47803 0.04382 1.33166
17 C -1.54569 -0.98339 0.43769
18 N -2.37211 -1.92140 0.44154
19 C -3.41380 -1.98703 1.42971
20 C -4.77436 -1.91643 0.74789
21 O -5.08465 -2.49690 -0.25400
22 O -5.58663 -1.12980 1.45539
23 C -6.92355 -0.96269 0.99626
24 C -0.44962 -0.79979 -0.58659
25 C -1.06433 -0.13915 -1.86230
26 C -2.31919 0.63368 -1.55441
27 C -3.56010 0.02816 -1.71305
28 C -4.71977 0.71529 -1.40419
29 C -4.65258 2.00900 -0.91586
30 C -3.42023 2.61999 -0.76119
31 C -2.25918 1.94072 -1.08731
32 C 0.35321 -2.05323 -0.96517
33 C 1.79640 -1.75207 -1.30228
34 C 2.51161 -2.80776 -1.71754
35 C 1.86965 -4.15610 -1.73083
36 C 1.18253 -4.38142 -0.36728
37 C 2.26116 -4.51604 0.69435
38 O 3.13983 -5.33422 0.74641
39 N 2.07444 -3.51276 1.62047
40 C 2.94057 -3.32075 2.75940
41 C 0.97838 -2.72242 1.37571
42 O 0.61803 -1.82099 2.08957
43 C 0.33681 -3.18828 0.08561
44 H 4.66034 0.41198 -3.45570
45 H 3.32656 -0.73906 -3.59944
46 H 2.99089 0.97011 -3.31900
47 H 4.05003 0.83691 -1.08010
48 H 4.42805 -0.86533 -1.33767
49 H 2.55120 4.35402 2.55232
50 H 2.56575 2.60670 2.26622
51 H 4.48251 2.87598 0.69749
52 H 4.88332 3.55167 2.27893
53 H 4.45700 4.62511 0.94129
54 H 0.93079 5.11908 -0.53533
55 H 1.96933 5.84300 0.71491
56 H -0.49116 6.12779 1.21141
57 H 0.31112 5.17269 2.46452
58 H -0.65976 4.36444 1.23981
59 H -3.34969 -1.20173 2.18881
60 H -3.34600 -2.97146 1.90546
61 H -7.09380 -1.58320 0.11463
62 H -7.07325 0.08926 0.75373
63 H -7.59697 -1.25725 1.80101
64 H -1.30152 -0.92152 -2.58264
65 H -0.30674 0.52224 -2.28782
66 H -3.62075 -0.98879 -2.07151
67 H -5.67607 0.23499 -1.54990
68 H -5.55774 2.54405 -0.66615
69 H -3.36104 3.63288 -0.39056
70 H -1.30307 2.43245 -0.99529
71 H -0.12454 -2.48066 -1.85299
72 H 3.55592 -2.73916 -1.96689
73 H 2.60860 -4.94101 -1.88949
74 H 1.11704 -4.22675 -2.52195
75 H 0.60613 -5.30871 -0.40406
76 H 2.34434 -2.95858 3.59541
77 H 3.40744 -4.27414 3.00057
78 H 3.71334 -2.58631 2.52641
79 H -0.70603 -3.45438 0.27386

Cartesian forces, eV/Å:
0.1 0.0 0.1
-0.2 0.1 -0.1
0.2 0.8 0.4
0.1 -0.4 -0.3
0.0 0.0 0.1
0.1 0.1 -0.2
-0.1 -0.1 -0.2
0.1 -0.1 0.0
0.4 -0.2 0.1
-0.2 0.0 0.1
-0.3 0.1 -0.1
0.2 0.0 -0.2
-0.1 0.2 0.1
0.5 0.2 0.1
-0.2 0.0 0.2
-0.3 0.1 0.3
0.1 -0.7 0.0
0.3 0.2 -0.4
-0.1 0.2 0.1
0.2 -0.1 0.0
0.0 -0.1 -0.1
0.0 0.2 0.4
-0.3 -0.1 -0.3
-0.1 0.0 -0.4
-0.1 0.0 0.1
0.0 0.1 -0.3
0.0 0.0 -0.1
-0.1 -0.1 0.0
-0.1 0.1 0.0
-0.1 0.1 0.0
0.0 0.0 -0.1
-0.1 -0.2 0.3
-0.1 -0.4 -0.2
-0.1 0.2 0.0
-0.1 -0.1 0.1
0.1 -0.2 -0.2
-0.3 0.0 -0.1
0.2 -0.2 0.0
0.1 0.0 0.3
0.1 0.0 0.2
-0.1 -0.4 -0.2
0.0 0.2 0.2
-0.2 0.0 -0.1
0.1 0.0 -0.1
0.0 -0.1 -0.1
-0.1 0.1 -0.1
0.1 -0.1 0.0
0.0 0.0 0.1
-0.1 -0.1 0.0
0.0 0.2 0.1
0.0 -0.1 -0.1
0.1 0.0 0.1
0.1 0.1 0.0
0.1 0.1 0.1
0.0 0.0 -0.1
-0.1 0.1 0.0
0.0 0.0 0.1
-0.1 -0.1 0.0
0.0 -0.2 0.0
-0.1 0.1 0.1
0.0 0.1 0.1
0.0 0.0 0.0
0.1 0.0 0.0
0.0 0.0 0.0
0.0 -0.1 0.0
0.0 -0.1 0.0
-0.1 -0.1 0.0
-0.1 0.0 0.0
0.0 0.1 0.0
0.1 0.0 0.0
0.0 0.1 0.1
0.2 0.1 0.0
-0.1 0.0 0.0
0.0 -0.1 0.0
0.0 0.0 0.1
0.0 0.0 0.0
0.0 0.1 0.0
0.0 0.0 0.0
0.2 0.0 0.0

No. 2
A structure of composition C31H36N6O7SV. Source: OMol25; level of theory: the ωB97M-V functional and the def2-TZVPD basis.

Frontier orbital gap (alpha / beta): 5.06 / 4.90 eV
HOMO level (alpha / beta): -5.26 / -5.13 eV
2S+1: 2
LUMO energy (alpha / beta): -0.20 / -0.23 eV
Relative energy (zero: lowest compared OMol25 entry of this formula, charge and spin): 109.8 kJ/mol
Charge: 0

Atoms and positions in Å:
1 V 1.23748 0.36355 -0.88238
2 N -0.32096 -0.66022 -1.65789
3 C -0.07774 -2.09532 -1.68519
4 C 1.43766 -2.28600 -1.87170
5 O 1.92304 -3.30753 -2.34266
6 N 2.08804 -1.19508 -1.47498
7 C 3.51909 -1.15595 -1.62132
8 C 3.91787 0.27499 -1.26775
9 O 5.06111 0.60490 -1.01911
10 O 2.89895 1.06157 -1.25400
11 H -1.22923 -0.41315 -1.25852
12 H -0.35707 -0.30003 -2.62531
13 H -0.60905 -2.60465 -2.50235
14 H -0.37842 -2.54969 -0.73178
15 H 3.81161 -1.38732 -2.65271
16 H 4.03256 -1.86887 -0.96677
17 C -4.14432 -5.06399 -0.72571
18 C -3.57623 -3.78275 -0.20353
19 C -2.59061 -3.76732 0.77646
20 C -2.06007 -2.57219 1.24053
21 C -2.50760 -1.38287 0.69625
22 C -3.48410 -1.37872 -0.28512
23 C -4.02404 -2.57023 -0.72013
24 S -1.82109 0.22851 1.17536
25 C -3.27118 0.61441 2.25917
26 O -2.04257 1.03156 -0.04874
27 H -3.84681 -5.91054 -0.11373
28 H -3.78025 -5.23367 -1.73765
29 H -5.23051 -5.00714 -0.76501
30 H -2.22799 -4.69805 1.18597
31 H -1.29915 -2.56256 2.00779
32 H -3.80058 -0.43479 -0.70780
33 H -4.80252 -2.56178 -1.46756
34 H -4.18473 0.52941 1.68186
35 H -3.15051 1.62412 2.63945
36 H -3.26155 -0.10226 3.07281
37 C -3.19081 2.71558 -3.78907
38 N -1.91003 3.02000 -3.19447
39 C -1.69165 4.21716 -2.61598
40 C -0.50786 4.50357 -2.02332
41 C 0.49552 3.48831 -2.03522
42 N 0.24918 2.29837 -2.56159
43 C -0.91570 2.02577 -3.17324
44 O -1.14053 0.95076 -3.71432
45 N 1.73850 3.73057 -1.60225
46 H -3.53085 3.55201 -4.40021
47 H -3.93242 2.50605 -3.01332
48 H -3.07463 1.82796 -4.41033
49 H -2.50409 4.93098 -2.66766
50 H -0.32744 5.45765 -1.56500
51 H 1.90538 4.48471 -0.95542
52 H 2.36778 2.92925 -1.57562
53 C 2.92794 -3.87321 0.88706
54 O 2.98802 -2.50203 1.19984
55 C 2.14501 -2.00878 2.15655
56 C 1.23655 -2.75638 2.88192
57 C 0.45557 -2.14740 3.86030
58 C 0.58503 -0.79447 4.11521
59 C 1.48396 -0.03191 3.39280
60 C 2.27119 -0.61829 2.40043
61 N 3.25832 0.05921 1.71825
62 C 3.41936 1.40592 1.59176
63 C 2.39868 2.35474 1.45904
64 C 2.69949 3.72743 1.63392
65 C 1.73545 4.69995 1.52622
66 C 0.41732 4.34484 1.24157
67 C 0.09290 3.01984 0.99127
68 C 1.05548 2.01290 1.05181
69 O 0.76921 0.76806 0.71817
70 H 3.18251 -4.49206 1.75253
71 H 3.66380 -4.03684 0.10103
72 H 1.94442 -4.16335 0.50929
73 H 1.13174 -3.81730 2.70793
74 H -0.23702 -2.74595 4.43347
75 H 0.00169 -0.33035 4.89665
76 H 1.59795 1.02001 3.60539
77 H 3.99204 -0.52568 1.33331
78 H 4.45028 1.73072 1.53493
79 H 3.71593 3.99308 1.88279
80 H 1.99811 5.73773 1.68011
81 H -0.34899 5.10368 1.18444
82 H -0.91082 2.74683 0.70274

Cartesian forces, eV/Å:
-1.1 2.3 -0.3
-0.7 -0.2 -0.7
0.4 -0.9 -0.2
-0.8 -0.7 -0.3
0.0 0.1 0.2
1.0 -1.1 -0.3
0.3 0.1 0.0
2.2 -1.4 -0.2
-0.5 0.0 -0.1
-0.3 1.6 -0.2
0.2 0.1 -0.1
-0.3 0.0 0.1
0.1 0.1 0.3
0.1 0.1 -0.2
0.1 0.1 0.1
-0.1 0.2 -0.1
0.1 0.0 0.0
0.1 0.0 0.1
-0.1 0.0 0.0
0.0 0.1 0.0
0.3 0.1 0.2
-0.1 0.1 -0.1
0.1 0.0 0.1
-1.9 -1.0 1.3
0.7 0.0 -0.3
0.0 0.8 -0.8
0.0 -0.1 0.0
0.0 -0.1 -0.1
-0.1 -0.1 0.0
0.0 -0.1 0.0
0.1 0.0 0.0
0.0 0.0 0.0
-0.1 0.0 -0.1
0.0 0.0 -0.2
0.1 0.1 0.0
0.0 -0.1 0.2
-0.4 -0.3 -0.2
0.3 -0.3 -0.1
0.6 0.3 0.4
-0.4 0.1 -0.1
0.3 0.5 -0.2
0.8 -0.8 0.7
-0.6 0.3 -0.2
-0.2 -0.4 -0.2
-0.2 -0.3 -0.2
0.0 0.0 0.0
0.0 0.0 -0.1
0.0 0.2 0.1
0.0 0.0 0.0
0.0 0.2 0.0
0.0 0.0 0.0
0.0 0.3 0.1
0.1 -0.3 0.0
0.0 0.4 0.2
0.0 0.2 0.1
0.1 -0.1 -0.2
-0.1 0.1 0.2
-0.1 -0.3 0.0
0.3 0.0 -0.3
0.0 -0.5 0.6
0.1 -0.8 -0.7
-0.4 1.5 0.2
0.9 -1.6 0.1
-0.4 1.1 -0.2
1.3 -0.3 0.3
-1.2 -1.0 -0.3
-0.5 1.1 0.3
0.8 1.3 0.2
-0.5 -1.2 0.9
0.0 0.0 0.0
-0.1 0.0 0.0
0.0 0.1 0.0
0.1 -0.1 -0.1
-0.1 -0.1 0.1
-0.1 0.0 0.1
0.1 0.1 0.0
-0.1 0.1 0.1
0.0 0.1 0.1
0.1 0.0 0.0
0.0 0.1 0.1
-0.1 0.0 0.0
-0.1 0.1 0.0

No. 3
A structure of composition C31H36N9NaO5S. Source: OMol25; level of theory: the ωB97M-V functional and the def2-TZVPD basis.

Frontier orbital gap: 5.69 eV
HOMO level: -1.75 eV
2S+1: 1
LUMO energy: 3.93 eV
Relative energy (zero: lowest compared OMol25 entry of this formula, charge and spin): 0.0 kJ/mol
Charge: -2

Atoms and positions in Å:
1 Na -1.24538 -0.39071 -0.51766
2 C 1.10703 0.75916 1.90395
3 C 2.01129 0.64696 0.67207
4 N 1.73231 1.53423 -0.44236
5 C 1.69293 2.95786 -0.17178
6 C 0.36615 3.63265 -0.54781
7 N -0.84467 3.17502 0.10620
8 C -0.83463 3.08811 1.55472
9 C -1.16135 1.69974 2.10770
10 N -0.31460 0.64051 1.56667
11 H 1.28064 1.71440 2.40954
12 H 1.38798 -0.02844 2.61012
13 H 1.94370 -0.37470 0.29696
14 H 3.05114 0.79436 0.99858
15 H 0.92010 1.22889 -0.97145
16 H 2.47979 3.48259 -0.73754
17 H 1.91937 3.14373 0.88416
18 H 0.20839 3.50705 -1.62337
19 H 0.48705 4.71126 -0.37316
20 H -1.19817 2.32687 -0.31810
21 H -1.57430 3.77860 1.98388
22 H 0.13593 3.41756 1.93998
23 H -2.19353 1.45300 1.84836
24 H -1.10336 1.75873 3.20749
25 H -0.64740 -0.25655 1.90770
26 C 2.19082 0.88281 -3.88808
27 O 1.11544 0.61617 -4.77585
28 C -0.00358 1.40612 -4.57538
29 C -0.35666 2.27217 -5.58316
30 C -1.52757 3.03163 -5.49940
31 C -2.32683 2.87037 -4.38615
32 C -2.00368 1.99626 -3.34026
33 C -3.01089 1.86390 -2.28886
34 N -2.95939 1.08993 -1.27518
35 N -4.08520 1.14513 -0.46399
36 C -4.05774 0.20433 0.46376
37 O -3.18732 -0.68248 0.67242
38 C -5.25151 0.23585 1.39441
39 C -5.33464 -0.72342 2.39875
40 C -6.40517 -0.73339 3.28350
41 C -7.40777 0.22061 3.17513
42 C -7.32961 1.18399 2.17514
43 C -6.26056 1.19191 1.29178
44 C -0.78456 1.24004 -3.37972
45 O -0.39208 0.45311 -2.45302
46 H 2.99474 0.19666 -4.15824
47 H 1.90973 0.72658 -2.84915
48 H 2.54388 1.91450 -4.01661
49 H 0.29393 2.33401 -6.44939
50 H -1.80411 3.71539 -6.29259
51 H -3.25646 3.42693 -4.30761
52 H -3.90989 2.47876 -2.41614
53 H -4.53467 -1.44972 2.46227
54 H -6.45536 -1.48574 4.06252
55 H -8.24354 0.21709 3.86610
56 H -8.10778 1.93442 2.08676
57 H -6.17872 1.93226 0.50763
58 N 7.34783 -3.07932 1.76702
59 C 5.95381 -3.12402 1.99096
60 C 5.25587 -1.96595 2.31921
61 C 3.89307 -2.01782 2.56650
62 C 3.21311 -3.22226 2.48475
63 C 3.90338 -4.38020 2.16433
64 C 5.26799 -4.33443 1.92800
65 S 1.44893 -3.25854 2.76442
66 O 1.10473 -4.65420 2.93351
67 O 1.23994 -2.38638 3.90250
68 N 0.76036 -2.55117 1.52340
69 C 0.95753 -2.98369 0.26593
70 N 1.76053 -4.03862 -0.01967
71 C 1.98315 -4.30043 -1.29599
72 C 1.44363 -3.56815 -2.33894
73 C 0.60610 -2.52551 -1.96132
74 N 0.34242 -2.24057 -0.69710
75 H 7.65397 -2.17942 1.42790
76 H 7.66129 -3.80653 1.14158
77 H 5.78326 -1.01927 2.37392
78 H 3.34735 -1.11915 2.82072
79 H 3.34798 -5.30433 2.08900
80 H 5.80831 -5.24159 1.67643
81 H 2.63703 -5.14887 -1.49372
82 H 1.65591 -3.78673 -3.37530
83 H 0.14288 -1.86996 -2.69425

Cartesian forces, eV/Å:
0.0 -0.1 -0.1
0.0 0.0 0.0
0.0 0.0 0.0
0.0 0.0 0.0
0.0 0.0 0.0
0.0 0.0 0.0
0.1 0.0 0.0
0.0 0.0 0.0
0.0 0.0 -0.1
0.1 0.0 0.1
0.0 0.0 0.0
0.0 0.0 0.0
0.0 0.0 0.0
0.0 0.0 0.0
0.0 0.0 0.0
0.0 0.0 0.0
0.0 0.0 0.0
0.0 0.0 0.0
0.0 0.0 0.0
0.0 0.0 0.0
0.0 0.0 0.0
0.0 0.0 0.0
0.0 0.0 0.0
0.0 0.0 0.0
0.0 0.0 0.0
0.0 0.0 0.0
0.0 0.0 0.0
0.0 0.0 0.0
0.0 0.0 0.0
0.0 0.0 0.0
0.0 0.0 0.0
0.0 0.0 0.0
0.0 0.0 0.0
0.0 0.0 0.0
0.0 0.0 0.0
0.0 0.1 0.0
0.0 0.0 0.0
0.0 0.0 0.0
0.0 0.0 0.0
0.0 0.0 0.0
0.0 0.0 0.0
0.0 0.0 0.0
0.0 0.0 0.0
0.0 0.0 0.0
-0.1 0.0 0.1
0.0 0.0 0.0
0.0 0.0 0.0
0.0 0.0 0.0
0.0 0.0 0.0
0.0 0.0 0.0
0.0 0.0 0.0
0.0 0.0 0.0
0.0 0.0 0.0
0.0 0.0 0.0
0.0 0.0 0.0
0.0 0.0 0.0
0.0 0.0 0.0
0.0 0.0 0.0
0.0 0.0 0.0
0.0 0.0 0.0
0.0 0.0 0.0
0.0 0.0 0.0
0.0 0.0 0.0
0.0 0.0 0.0
0.0 0.0 0.0
0.0 0.0 0.0
0.0 0.0 0.0
0.0 0.0 0.0
0.1 0.1 0.0
0.0 0.0 0.0
0.0 0.0 0.0
0.0 0.0 0.0
0.0 0.0 0.0
0.0 0.0 0.0
0.0 0.0 0.0
0.0 0.0 0.0
0.0 0.0 0.0
0.0 0.0 0.0
0.0 0.0 0.0
0.0 0.0 0.0
0.0 0.0 0.0
0.0 0.0 0.0
0.0 0.0 0.0